Record 1
Molecular formula: C8H10N2OOs
Method: DFT, wB97M-V/def2-TZVPD

```
22
Properties=species:S:1:pos:R:3:mulliken_spin:R:1
C 0.944 -0.788 -2.070 0.08
C -0.314 -1.462 -1.947 -0.04
C -0.248 -2.318 -0.799 0.19
C 1.057 -2.178 -0.220 -0.01
C 1.795 -1.242 -1.013 0.13
Os 0.070 -0.371 -0.226 2.21
N 0.182 1.852 -0.138 0.99
C -1.046 2.390 -0.098 -0.02
C -1.728 0.915 -0.281 0.23
H -1.053 -2.949 -0.427 0.02
H -1.172 -1.336 -2.602 0.00
H 1.416 -2.686 0.670 0.00
H 2.817 -0.916 -0.833 0.04
H 1.205 -0.067 -2.841 0.02
H -2.194 0.817 -1.267 -0.01
H -1.341 3.025 -0.951 0.09
H 0.997 2.398 0.143 -0.08
H -2.391 0.643 0.543 -0.01
H -1.354 2.818 0.878 0.05
O 0.887 0.679 3.700 0.04
C 0.400 0.170 2.738 0.01
N -0.145 -0.387 1.822 0.06
```

The multiplicity is 5. Its largest force on an atom is 9.5 eV/A. Its relative energy (zero: lowest compared OMol25 entry of this formula, charge and spin) is 40.2 kJ/mol. Its orbital gap (spin up / spin down) is 0.1949 / 0.2427 hartree.


Record 2
Molecular formula: C2H5O4PS
Method: DFT, wB97M-V/def2-TZVPD

```
13
Properties=species:S:1:pos:R:3:lowdin_charge:R:1
C -0.912 1.354 0.611 -0.17
C -0.110 0.284 0.704 -0.85
O 0.777 -2.232 1.275 -0.33
O 0.219 -1.609 -1.321 -0.43
O -1.593 -2.227 0.288 -0.47
O 0.209 1.352 -1.774 -0.25
P -0.267 -1.502 0.111 0.25
S 1.616 0.512 0.682 0.33
H -0.625 2.346 0.602 0.00
H 0.076 0.427 -1.929 -0.04
H -1.979 1.203 0.550 0.03
H 1.083 1.694 -1.225 0.03
H 1.506 -1.601 1.428 -0.09
```

The multiplicity is 1. Its largest force on an atom is 4.9 eV/A. Its charge is -2. Its relative energy (zero: lowest compared OMol25 entry of this formula, charge and spin) is 141.2 kJ/mol. Its orbital gap is 0.2059 hartree.


Record 3
Molecular formula: C39H38KN8OP2S2Se2
Method: DFT, wB97M-V/def2-TZVPD

```
93
Properties=species:S:1:pos:R:3:lowdin_charge:R:1
K -17.454 7.784 10.522 0.47
C -16.735 11.803 13.391 -0.07
C -17.047 10.884 12.247 -0.28
N -16.692 9.582 12.344 -0.06
N -15.893 9.348 13.366 -0.09
C -15.887 8.075 13.823 -0.96
N -14.690 7.871 14.429 0.04
S -17.144 6.946 13.659 0.44
C -17.815 11.419 11.144 -0.24
C -18.026 12.814 11.012 -0.04
C -18.890 13.269 10.030 -0.10
C -19.361 12.345 9.098 -0.10
C -19.149 10.970 9.281 -0.14
N -18.352 10.560 10.257 0.06
H -15.782 11.550 13.820 0.05
H -17.501 11.773 14.203 0.09
H -16.667 12.855 13.122 0.04
H -13.986 8.586 14.454 0.08
H -14.461 6.950 14.870 0.10
H -17.385 13.588 11.399 0.09
H -19.126 14.359 9.956 0.11
H -19.867 12.664 8.165 0.10
H -19.654 10.225 8.620 0.12
Se -15.938 0.597 8.144 0.19
P -14.707 2.253 7.440 0.57
C -15.147 2.286 5.638 -0.38
C -16.513 2.390 5.325 -0.11
C -16.926 1.801 4.118 -0.06
C -15.979 1.247 3.248 -0.09
C -14.610 1.317 3.500 -0.09
C -14.202 1.797 4.727 -0.12
C -12.969 2.127 7.818 -0.34
C -12.311 3.165 8.565 -0.07
C -11.103 2.974 9.181 -0.12
C -10.491 1.752 9.109 -0.09
C -11.108 0.668 8.383 -0.06
C -12.301 0.900 7.649 -0.11
C -15.286 3.614 8.425 -0.51
C -15.625 4.940 8.123 -0.44
N -16.057 5.475 9.356 -0.10
N -15.822 4.585 10.319 -0.07
N -15.415 3.459 9.811 -0.04
P -15.258 6.001 6.675 0.63
Se -14.962 8.005 7.527 0.23
C -16.898 5.900 5.835 -0.34
C -17.022 6.171 4.488 -0.12
C -18.283 6.280 3.893 -0.08
C -19.414 6.063 4.632 -0.10
C -19.322 5.879 5.992 -0.08
C -18.068 5.778 6.569 -0.10
C -13.875 5.659 5.622 -0.36
C -12.622 6.158 5.958 -0.11
C -11.552 5.881 5.083 -0.09
C -11.663 5.191 3.904 -0.09
C -12.944 4.817 3.542 -0.11
C -14.061 5.046 4.335 -0.08
H -17.179 2.887 6.042 0.11
H -17.967 1.613 3.885 0.10
H -16.344 0.858 2.344 0.08
H -13.897 0.906 2.803 0.10
H -13.162 2.023 5.018 0.11
H -12.786 4.096 8.762 0.09
H -10.722 3.801 9.861 0.13
H -9.475 1.552 9.523 0.11
H -10.668 -0.347 8.324 0.10
H -12.748 0.108 7.029 0.10
H -16.171 6.535 3.915 0.10
H -18.367 6.432 2.821 0.10
H -20.359 6.230 4.198 0.09
H -20.193 5.933 6.636 0.09
H -18.047 5.536 7.660 0.08
H -12.541 6.783 6.804 0.04
H -10.547 6.248 5.416 0.12
H -10.810 4.990 3.232 0.11
H -13.117 4.403 2.561 0.10
H -15.114 4.840 3.950 0.11
O -22.697 7.140 11.284 -0.55
S -22.871 7.881 12.657 1.06
C -24.441 8.711 12.458 -0.36
C -25.312 8.195 13.535 -0.28
C -25.101 6.683 13.679 -0.24
C -23.598 6.464 13.623 -0.29
H -24.786 8.438 11.431 0.12
H -24.251 9.823 12.462 0.11
H -26.366 8.430 13.310 0.12
H -25.158 8.705 14.541 0.14
H -25.637 6.107 12.853 0.14
H -25.488 6.364 14.645 0.11
H -23.249 5.577 13.041 0.11
H -23.174 6.366 14.637 0.10
N -20.684 7.008 9.947 0.07
C -19.787 6.833 9.201 -0.07
H -21.527 7.113 10.579 -0.07
```

The multiplicity is 1. Its largest force on an atom is 4.2 eV/A. Its charge is -1. Its relative energy (zero: lowest compared OMol25 entry of this formula, charge and spin) is 74.2 kJ/mol. Its orbital gap is 0.2024 hartree.


Q: Look up the relative energy (zero: lowest compared OMol25 entry of this formula, charge and spin) of the first one.
A: 40.2 kJ/mol


Q: What is the formula in the third record?
A: C39H38KN8OP2S2Se2


Q: Which formula does entry 1 have?
A: C8H10N2OOs


Q: The highest multiplicity belongs to which entry?
A: C8H10N2OOs